This record from the Open Molecules 2025 dataset describes a single C5H11NO molecule. The level of theory is wB97M-V/def2-TZVPD.

Element x y z (Å)
C1 1.213 -0.908 -1.560
C2 -0.035 -1.151 -0.719
C3 -0.447 0.076 0.100
C4 -1.820 -0.101 0.754
N1 0.501 0.446 1.174
C5 0.974 1.745 1.220
O1 1.087 2.417 2.223
H1 1.040 -0.110 -2.294
H2 2.055 -0.607 -0.928
H3 1.499 -1.807 -2.115
H4 -0.874 -1.405 -1.382
H5 0.102 -2.015 -0.054
H6 -0.497 0.926 -0.596
H7 -2.622 -0.319 0.042
H8 -1.790 -0.936 1.468
H9 -2.095 0.809 1.297
H10 0.165 0.140 2.085
H11 1.283 2.114 0.215

Cartesian forces (eV/Å) of the 6 atoms listed first:
0.067 0.021 0.003
-0.042 0.005 0.046
-0.203 0.020 -0.158
-0.133 0.013 0.038
-0.213 0.276 0.031
-0.027 -0.012 0.054

## Properties
E_tot	-8901.250	eV
SMILES string	CC[C@@H](C)NC=O
energy above the lowest of the compared OMol25 structures with the same formula, charge and spin	10.3	kcal/mol
LUMO	0.989	eV
Kohn-Sham gap	10.8	eV

Quick look at the Mulliken charges, all values in e: -1.19 -0.63 0.42 -1.63 -0.22 0.05 -0.55 0.31 0.29 0.36 0.30 0.32 0.36 0.41 0.38 0.40 0.29 0.33

This record from the Open Molecules 2025 dataset describes a single C5H11NO molecule. The level of theory is wB97M-V/def2-TZVPD.

Element x y z (Å)
C1 1.005 2.532 0.824
C2 0.828 1.106 0.307
C3 -0.440 0.431 0.850
N1 -0.965 -0.593 -0.037
C4 -0.251 -1.725 -0.302
C5 -0.764 -2.559 -1.460
O1 0.744 -2.030 0.337
H1 1.951 2.963 0.481
H2 0.195 3.179 0.461
H3 1.001 2.577 1.921
H4 0.765 1.125 -0.791
H5 1.695 0.483 0.557
H6 -0.244 -0.025 1.825
H7 -1.236 1.171 0.991
H8 -1.676 -0.317 -0.696
H9 -0.133 -2.366 -2.333
H10 -1.802 -2.337 -1.725
H11 -0.670 -3.616 -1.209

Cartesian forces (eV/Å) of the 6 atoms listed first:
-0.025 0.070 0.053
0.093 -0.030 -0.083
0.004 0.108 0.099
0.061 -0.080 -0.107
0.103 -0.007 0.029
-0.005 -0.076 0.000

## Properties
E_tot	-8901.586	eV
SMILES string	CCCNC(C)=O
energy above the lowest of the compared OMol25 structures with the same formula, charge and spin	2.6	kcal/mol
LUMO	0.928	eV
Kohn-Sham gap	10.5	eV

Quick look at the Mulliken charges, all values in e: -1.28 -0.22 -0.71 -0.22 0.71 -1.01 -0.62 0.36 0.33 0.32 0.26 0.30 0.25 0.41 0.26 0.25 0.31 0.30

This record from the Open Molecules 2025 dataset describes a single C5H11NO molecule at a distorted geometry. The level of theory is wB97M-V/def2-TZVPD.

Element x y z (Å)
C1 -0.893 -1.708 0.183
C2 -0.444 -0.442 0.156
C3 -1.125 0.682 -0.614
N1 -2.278 1.233 0.085
O1 0.314 -0.034 1.276
C4 1.494 0.555 0.837
C5 1.913 -0.301 -0.588
H1 -1.477 -2.109 -0.629
H2 -0.644 -2.369 0.996
H3 -0.430 1.502 -0.808
H4 -1.461 0.285 -1.575
H5 -1.992 1.597 0.987
H6 -2.955 0.500 0.260
H7 2.259 0.405 1.602
H8 1.358 1.598 0.536
H9 2.309 -1.256 -0.248
H10 2.743 0.293 -0.969
H11 1.311 -0.431 -1.487

Cartesian forces (eV/Å) of the 6 atoms listed first:
0.568 0.959 -0.410
-1.948 -0.691 2.043
0.501 -0.392 -0.273
0.042 0.088 0.077
-1.235 -0.285 -0.227
0.325 -1.691 -3.661

## Properties
E_tot	-8898.768	eV
SMILES string	C=C(CN)OCC
energy above the lowest of the compared OMol25 structures with the same formula, charge and spin	67.6	kcal/mol
LUMO	1.024	eV
Kohn-Sham gap	10.0	eV

Quick look at the Mulliken charges, all values in e: -0.88 0.54 -0.74 -0.65 -0.42 -0.44 -1.02 0.28 0.31 0.34 0.40 0.27 0.29 0.35 0.30 0.32 0.41 0.33

This record from the Open Molecules 2025 dataset describes 2 unconnected molecules or ions with the total composition C5H11NO. The level of theory is wB97M-V/def2-TZVPD.

Element x y z (Å)
C1 1.667 0.700 -0.802
C2 1.516 1.583 0.433
C3 -1.230 1.307 0.584
N1 -1.256 0.109 0.005
C4 -1.111 -1.096 0.767
O1 -0.725 -1.082 1.904
C5 -1.433 -2.351 -0.008
H1 2.711 0.674 -1.131
H2 1.366 -0.336 -0.603
H3 1.068 1.060 -1.650
H4 2.256 1.328 1.195
H5 1.621 2.643 0.182
H6 0.548 1.468 0.952
H7 -1.211 2.044 -0.244
H8 -1.285 -0.041 -1.004
H9 -0.538 -2.701 -0.536
H10 -2.227 -2.186 -0.743
H11 -1.735 -3.123 0.700

Cartesian forces (eV/Å) of the 6 atoms listed first:
0.018 -0.033 -0.007
0.151 0.072 0.030
-0.319 -0.202 -0.372
-0.033 0.181 0.167
0.073 -0.146 0.333
-0.226 0.003 -0.522

## Properties
E_tot	-8898.368	eV
energy above the lowest of the compared OMol25 structures with the same formula, charge and spin	76.8	kcal/mol
LUMO	0.489	eV
Kohn-Sham gap	9.1	eV

Quick look at the Mulliken charges, all values in e: -0.71 -0.73 -0.80 0.01 0.63 -0.48 -1.04 0.34 0.15 0.24 0.29 0.29 0.30 0.29 0.30 0.27 0.34 0.32

This record from the Open Molecules 2025 dataset describes 2 unconnected molecules or ions with the total composition C5H11NO at a distorted geometry. The level of theory is wB97M-V/def2-TZVPD.

Element x y z (Å)
C1 0.420 2.720 0.997
C2 0.707 1.422 0.932
C3 -0.091 0.306 0.449
C4 0.175 -1.081 0.987
C5 -0.943 0.535 -0.580
N1 -1.876 -0.369 -1.023
H1 -0.528 3.241 0.904
H2 1.238 3.423 1.088
H3 1.693 1.135 1.315
H4 1.262 -1.207 1.048
H5 -0.301 -1.835 0.369
H6 -0.133 -1.176 2.033
H7 -0.945 1.497 -1.070
H8 -2.048 -1.313 -0.725
H9 -2.623 -0.067 -1.630
O1 1.452 -2.744 -1.792
H10 1.603 -2.310 -0.939
H11 0.938 -2.177 -2.361

Cartesian forces (eV/Å) of the 6 atoms listed first:
0.150 0.782 -0.203
0.564 -0.385 0.275
-0.373 0.231 -0.614
0.048 0.908 0.460
-0.034 -0.727 1.379
-1.003 -0.122 -1.368

## Properties
E_tot	-8899.581	eV
SMILES string	C=C/C(C)=C/N.O
energy above the lowest of the compared OMol25 structures with the same formula, charge and spin	48.8	kcal/mol
LUMO	0.779	eV
Kohn-Sham gap	8.3	eV

Quick look at the Mulliken charges, all values in e: -0.86 -0.26 0.82 -1.52 -0.29 -0.42 0.33 0.23 0.23 0.33 0.42 0.28 0.40 0.14 0.19 -0.66 0.32 0.32

This record from the Open Molecules 2025 dataset describes a single C5H11NO molecule. The level of theory is wB97M-V/def2-TZVPD.

Element x y z (Å)
C1 -0.591 -1.167 -0.631
C2 0.037 -0.030 0.256
C3 -1.079 0.683 1.061
C4 0.978 -0.752 1.211
N1 1.075 0.890 -0.288
C5 1.044 1.303 -1.472
O1 -0.025 1.159 -2.276
H1 -0.797 -1.997 0.057
H2 -1.553 -0.975 -1.132
H3 0.109 -1.544 -1.382
H4 -0.724 1.640 1.450
H5 -2.027 0.866 0.529
H6 -1.331 0.042 1.914
H7 0.423 -1.492 1.781
H8 1.768 -1.225 0.613
H9 1.457 -0.007 1.850
H10 1.906 1.819 -1.898
H11 -0.670 0.789 -1.643

Cartesian forces (eV/Å) of the 6 atoms listed first:
0.147 0.054 0.009
0.216 -0.236 0.389
0.125 0.024 0.057
-0.051 -0.296 0.376
-0.150 0.190 -0.502
-0.017 0.082 0.280

## Properties
E_tot	-8900.150	eV
SMILES string	CC(C)(C)/N=C\O
energy above the lowest of the compared OMol25 structures with the same formula, charge and spin	35.7	kcal/mol
LUMO	0.845	eV
Kohn-Sham gap	10.5	eV

Quick look at the Mulliken charges, all values in e: -1.54 1.38 -1.45 -1.75 -0.56 0.04 -0.51 0.42 0.47 0.36 0.41 0.30 0.35 0.47 0.37 0.40 0.41 0.43

This record from the Open Molecules 2025 dataset describes a single C5H11NO molecule. The level of theory is wB97M-V/def2-TZVPD.

Element x y z (Å)
C1 -2.202 -1.635 0.261
O1 -0.842 -1.555 -0.102
C2 -0.480 -0.288 -0.584
C3 -0.215 0.768 0.514
N1 1.268 0.588 0.383
C4 2.145 1.798 0.531
C5 1.017 -0.247 -0.885
H1 -2.385 -2.653 0.611
H2 -2.861 -1.428 -0.597
H3 -2.451 -0.931 1.069
H4 -1.154 0.024 -1.395
H5 -0.470 1.788 0.222
H6 -0.603 0.547 1.510
H7 1.628 0.031 1.150
H8 1.706 2.583 -0.100
H9 3.090 1.472 0.061
H10 1.514 -1.220 -0.900
H11 1.294 0.357 -1.750

Cartesian forces (eV/Å) of the 6 atoms listed first:
-0.268 -0.041 0.097
0.102 -0.031 0.018
0.027 0.182 -0.075
-0.152 0.125 0.115
-0.003 -0.127 0.221
0.012 0.079 -0.444

## Properties
E_tot	-8896.724	eV
energy above the lowest of the compared OMol25 structures with the same formula, charge and spin	114.7	kcal/mol
LUMO	0.735	eV
Kohn-Sham gap	7.2	eV

Quick look at the Mulliken charges, all values in e: -0.73 -0.36 0.30 -0.77 0.03 -0.80 -0.75 0.26 0.31 0.28 0.45 0.23 0.37 0.32 0.10 0.16 0.32 0.30

This record from the Open Molecules 2025 dataset describes a molecular structure, C5H11NO. The level of theory is wB97M-V/def2-TZVPD.

Element x y z (Å)
C1 -1.375 -0.227 -1.647
C2 -1.252 0.105 0.330
C3 0.062 0.297 0.937
C4 0.814 1.593 0.753
N1 0.854 -0.873 1.172
C5 1.564 -1.452 0.174
O1 1.500 -1.096 -0.993
H1 -0.930 0.555 -2.273
H2 -0.986 -1.203 -1.949
H3 -2.464 -0.184 -1.693
H4 -1.857 1.011 0.303
H5 -1.771 -0.809 0.615
H6 -0.348 -0.006 -0.477
H7 0.117 2.429 0.620
H8 1.422 1.831 1.635
H9 1.498 1.585 -0.112
H10 0.959 -1.255 2.103
H11 2.194 -2.300 0.502

Cartesian forces (eV/Å) of the 6 atoms listed first:
-0.011 -0.025 -0.232
-0.009 0.039 0.334
0.064 0.157 0.165
0.034 0.090 0.002
0.076 -0.134 -0.047
-0.050 0.011 -0.185

## Properties
E_tot	-8896.336	eV
energy above the lowest of the compared OMol25 structures with the same formula, charge and spin	123.6	kcal/mol
LUMO	0.894	eV
Kohn-Sham gap	7.6	eV

Quick look at the Mulliken charges, all values in e: -1.35 -0.36 0.11 -1.10 -0.11 -0.04 -0.56 0.31 0.31 0.48 0.34 0.35 0.04 0.34 0.32 0.30 0.23 0.39

What is the Kohn-Sham gap in the eighth record? 7.6 eV

Which of these has the lowest E_tot? number 2

LUMO of number 7 (C5H11NO)? 0.735 eV

Look up the E_tot of the eighth one. -8896.336 eV